[1]
Below is a cluster of 12 separate species, C55H106F3N11O5S in total, with properties calculated with wB97M-V/def2-TZVPD.

frontier orbital gap = 6.3 eV
M = 1090.6 g mol⁻¹
LUMO = -0.949 eV
E_HOMO = -7.259 eV

CARTESIAN COORDINATES (ANGSTROEM)
C -4.176 -8.185 0.843
O -4.981 -7.065 0.642
C -5.226 -6.692 -0.728
C -6.415 -5.719 -0.700
N -6.250 -4.631 0.366
H -6.486 -4.967 1.288
H -5.269 -4.393 0.374
C -7.062 -3.352 0.080
C -8.549 -3.691 0.258
O -8.716 -4.486 1.426
C -10.099 -4.862 1.781
H -4.600 -9.085 0.398
H -3.817 -8.350 1.858
H -3.250 -8.001 0.297
H -5.558 -7.516 -1.358
H -4.280 -6.249 -1.041
H -7.321 -6.260 -0.427
H -6.713 -5.222 -1.623
H -6.777 -3.038 -0.924
H -6.660 -2.684 0.842
H -8.930 -4.204 -0.625
H -9.212 -2.828 0.317
H -10.709 -3.991 2.024
H -10.217 -5.394 2.725
H -10.467 -5.592 1.061
C 0.531 1.414 0.763
F 1.451 0.539 1.299
F -0.363 1.704 1.785
F 1.061 2.587 0.365
S -0.432 0.663 -0.745
O -1.648 1.455 -0.920
O 0.434 0.825 -1.933
O -0.676 -0.751 -0.440
C -6.340 7.004 -8.907
C -5.415 5.833 -8.438
N -4.076 6.055 -8.931
C -3.362 6.946 -8.022
C -2.050 7.386 -8.578
C -3.443 4.740 -8.921
C -3.312 4.075 -7.475
H -5.957 8.000 -8.683
H -7.308 6.970 -8.407
H -6.501 7.052 -9.984
H -5.436 5.854 -7.349
H -5.800 4.854 -8.723
H -3.914 7.859 -7.794
H -3.124 6.559 -7.031
H -1.363 6.541 -8.632
H -2.147 7.770 -9.593
H -1.572 8.173 -7.994
H -2.498 4.843 -9.455
H -4.014 4.005 -9.489
H -4.209 4.054 -6.856
H -2.514 4.535 -6.892
H -3.060 3.015 -7.497
C 7.359 1.521 -3.037
C 8.840 1.709 -2.566
N 9.172 2.931 -1.858
C 10.557 2.955 -1.351
C 11.554 2.825 -2.490
C 8.153 3.278 -0.908
C 8.263 4.721 -0.457
H 6.896 2.382 -3.520
H 6.752 1.167 -2.203
H 7.332 0.658 -3.702
H 9.136 0.816 -2.016
H 9.380 1.714 -3.513
H 10.741 3.897 -0.834
H 10.743 2.198 -0.590
H 12.549 3.078 -2.123
H 11.607 1.787 -2.815
H 11.367 3.520 -3.309
H 8.122 2.597 -0.058
H 7.140 3.228 -1.310
H 9.070 4.886 0.258
H 7.300 5.071 -0.084
H 8.347 5.513 -1.201
C -5.724 -5.559 6.082
C -4.541 -4.541 6.389
N -4.900 -3.123 6.148
C -3.723 -2.289 6.099
C -3.110 -1.875 7.423
C -6.154 -2.648 6.831
C -6.434 -1.170 6.503
H -5.320 -6.568 6.173
H -5.958 -5.372 5.034
H -6.595 -5.385 6.714
H -4.159 -4.686 7.399
H -3.750 -4.966 5.772
H -2.960 -2.869 5.581
H -3.932 -1.409 5.490
H -3.827 -1.245 7.949
H -2.903 -2.732 8.064
H -2.193 -1.302 7.281
H -6.216 -2.828 7.904
H -7.002 -3.234 6.478
H -6.451 -1.192 5.414
H -5.758 -0.416 6.906
H -7.456 -0.894 6.766
C 3.290 8.537 7.157
C 2.683 7.155 7.141
N 2.733 6.490 8.457
C 2.375 5.086 8.271
C 3.667 4.327 7.836
C 1.807 7.099 9.447
C 1.902 6.413 10.848
H 3.232 9.082 6.215
H 4.365 8.500 7.333
H 2.890 9.170 7.949
H 1.651 7.197 6.792
H 3.130 6.566 6.340
H 1.603 4.909 7.521
H 1.883 4.685 9.157
H 3.369 3.313 7.572
H 4.333 4.228 8.693
H 4.138 4.744 6.946
H 2.052 8.154 9.576
H 0.760 7.119 9.145
H 2.958 6.443 11.119
H 1.282 6.843 11.635
H 1.521 5.400 10.970
N -7.799 4.493 0.539
C -8.409 4.624 1.729
C -9.762 4.641 1.491
C -9.972 4.576 0.088
C -8.738 4.492 -0.499
H -6.802 4.518 0.381
H -7.812 4.587 2.629
H -10.459 4.631 2.316
H -10.878 4.436 -0.484
H -8.363 4.478 -1.512
N 3.223 -7.584 -2.141
C 4.359 -7.558 -1.426
C 5.251 -8.362 -2.079
C 4.625 -8.995 -3.131
C 3.363 -8.472 -3.182
H 2.438 -7.009 -1.871
H 4.443 -6.939 -0.545
H 6.288 -8.503 -1.810
H 5.149 -9.585 -3.869
H 2.545 -8.578 -3.878
N -0.689 -4.076 -6.639
C -0.155 -5.107 -7.329
C -1.189 -5.924 -7.678
C -2.336 -5.427 -7.085
C -2.061 -4.255 -6.448
H -0.209 -3.298 -6.209
H 0.902 -5.197 -7.530
H -1.076 -6.844 -8.232
H -3.308 -5.898 -7.098
H -2.622 -3.538 -5.867
N 3.804 3.369 -11.062
C 3.160 2.330 -10.438
C 2.894 1.318 -11.360
C 3.347 1.783 -12.559
C 3.934 3.040 -12.402
H 4.181 4.209 -10.646
H 2.880 2.298 -9.396
H 2.339 0.411 -11.172
H 3.196 1.268 -13.496
H 4.438 3.624 -13.158
N 11.363 -1.397 3.952
C 10.119 -0.876 3.889
C 9.345 -1.890 3.338
C 10.088 -3.048 3.125
C 11.347 -2.737 3.596
H 12.192 -0.868 4.182
H 9.922 0.170 4.073
H 8.324 -1.809 2.996
H 9.668 -3.948 2.701
H 12.272 -3.293 3.606
N 3.862 -5.542 5.887
C 3.711 -6.865 5.591
C 2.731 -7.032 4.592
C 2.297 -5.713 4.330
C 2.968 -4.851 5.101
H 4.531 -5.077 6.483
H 4.363 -7.615 6.013
H 2.308 -7.963 4.243
H 1.433 -5.552 3.701
H 2.898 -3.774 5.149

Mulliken population analysis, charges in e, atoms 1 to 2:
1. C -0.779
2. O -0.252

---

[2]
Below is a structure of composition C55H111F3HgN8O10, with properties calculated with wB97M-V/def2-TZVPD.

frontier orbital gap (spin up / spin down) = 2.6 / 3.8 eV
M = 1302.1 g mol⁻¹
net charge = +2
LUMO (spin up / spin down) = -9.184 / -8.688 eV
E_HOMO (spin up / spin down) = -11.745 / -12.499 eV
multiplicity = 7

CARTESIAN COORDINATES (ANGSTROEM)
Hg 12.591 27.468 -4.107
C 11.387 25.315 -1.377
O 10.035 25.803 -1.252
O 11.973 26.060 -2.387
C 11.961 25.168 0.056
F 13.250 24.881 0.051
F 11.792 26.343 0.717
F 11.465 24.173 0.750
C 9.058 25.204 -0.385
C 7.650 25.638 -0.936
H 6.944 25.027 -0.373
H 7.495 26.701 -0.753
H 7.494 25.449 -1.998
H 9.082 25.609 0.627
H 9.074 24.115 -0.428
H 11.396 24.343 -1.871
C 14.561 29.948 6.563
C 14.515 29.196 5.198
C 15.639 29.929 4.291
C 15.928 29.137 3.095
C 16.371 27.681 3.504
C 15.372 26.759 4.280
N 14.778 27.694 5.427
O 14.087 26.919 6.576
C 14.184 26.216 3.222
C 16.046 25.520 4.847
C 13.095 29.493 4.646
H 13.693 29.737 7.188
H 14.655 31.021 6.393
H 15.451 29.592 7.082
H 15.251 30.895 3.967
H 16.502 30.002 4.952
H 16.625 29.485 2.332
H 14.975 29.032 2.576
H 17.333 27.631 4.014
H 16.600 27.208 2.549
H 13.562 27.033 2.856
H 14.668 25.942 2.285
H 13.766 25.299 3.637
H 16.878 25.910 5.433
H 15.317 24.905 5.375
H 16.353 24.831 4.060
H 12.374 29.692 5.439
H 12.617 28.699 4.072
H 13.115 30.367 3.996
C 10.284 24.231 4.000
C 9.823 25.117 5.145
C 10.460 26.470 4.794
C 9.726 27.793 5.351
C 8.240 27.569 5.096
C 7.620 26.397 5.701
N 8.338 25.181 5.172
O 7.718 23.936 5.584
C 7.722 26.422 7.279
C 6.103 26.469 5.241
C 10.448 24.787 6.540
H 10.041 23.194 4.233
H 11.320 24.154 3.671
H 9.751 24.485 3.084
H 11.482 26.569 5.161
H 10.418 26.630 3.716
H 10.203 28.621 4.825
H 9.873 27.753 6.430
H 8.010 27.638 4.033
H 7.716 28.483 5.376
H 6.788 26.763 7.726
H 7.840 25.438 7.734
H 8.453 27.043 7.796
H 6.009 26.352 4.162
H 5.461 25.710 5.689
H 5.766 27.479 5.472
H 9.861 24.054 7.091
H 10.705 25.601 7.218
H 11.388 24.236 6.519
C 19.411 27.231 0.158
C 18.461 27.448 -1.085
C 19.271 27.435 -2.361
C 19.828 26.058 -2.634
C 18.648 25.056 -2.645
C 17.789 25.004 -1.412
N 17.412 26.406 -1.118
O 16.390 26.494 -0.050
C 16.502 24.142 -1.676
C 18.588 24.331 -0.223
C 18.056 29.000 -1.000
H 20.251 26.542 0.074
H 18.923 26.871 1.064
H 19.836 28.196 0.434
H 18.697 27.775 -3.222
H 20.093 28.120 -2.151
H 20.467 25.810 -1.786
H 20.472 26.011 -3.512
H 18.969 24.037 -2.863
H 18.093 25.303 -3.550
H 15.707 24.320 -0.952
H 16.020 24.576 -2.553
H 16.680 23.080 -1.841
H 18.359 24.652 0.793
H 18.472 23.251 -0.314
H 19.645 24.449 -0.461
H 17.587 29.275 -0.055
H 17.403 29.267 -1.831
H 18.922 29.652 -1.111
C 6.442 26.822 -4.884
C 5.064 27.716 -4.902
C 3.965 26.778 -5.534
C 2.612 27.447 -5.349
C 2.285 27.757 -3.863
C 3.475 27.869 -2.904
N 4.643 28.419 -3.649
O 5.716 28.898 -2.837
C 3.011 28.658 -1.701
C 3.839 26.387 -2.344
C 5.352 28.845 -5.873
H 6.557 26.386 -5.876
H 6.377 25.959 -4.222
H 7.377 27.294 -4.582
H 3.930 26.607 -6.609
H 3.943 25.773 -5.114
H 1.967 26.646 -5.710
H 2.429 28.274 -6.034
H 1.751 26.881 -3.497
H 1.526 28.539 -3.860
H 2.529 29.594 -1.981
H 2.346 28.016 -1.124
H 3.678 29.290 -1.115
H 4.596 26.439 -1.562
H 2.938 26.029 -1.845
H 4.229 25.705 -3.100
H 4.522 29.548 -5.813
H 5.439 28.670 -6.945
H 6.171 29.425 -5.448
C 4.092 21.613 -5.256
C 4.863 21.088 -3.975
C 4.914 19.499 -4.129
C 5.728 18.827 -2.987
C 7.120 19.304 -3.365
C 7.386 20.847 -3.283
N 6.323 21.550 -4.022
O 6.657 22.878 -4.608
C 7.334 21.382 -1.849
C 8.795 21.062 -3.696
C 4.102 21.655 -2.625
H 4.418 21.210 -6.215
H 4.233 22.680 -5.427
H 3.038 21.432 -5.043
H 3.889 19.127 -4.133
H 5.218 19.114 -5.102
H 5.680 17.754 -3.172
H 5.344 19.079 -1.998
H 7.585 18.746 -4.177
H 7.548 18.767 -2.518
H 7.794 22.370 -1.869
H 6.333 21.562 -1.455
H 7.862 20.779 -1.110
H 8.939 20.751 -4.731
H 8.998 22.133 -3.676
H 9.357 20.626 -2.870
H 4.402 22.652 -2.303
H 4.212 21.036 -1.734
H 3.046 21.727 -2.887
O 8.491 30.167 0.367
C 9.321 29.485 1.020
N 9.879 28.375 0.459
C 9.740 29.605 2.489
H 9.827 28.115 -0.515
H 10.582 27.895 1.002
H 9.947 28.618 2.904
H 9.019 30.162 3.087
H 10.749 29.998 2.613
O 10.543 28.890 -3.945
C 9.691 29.166 -3.068
N 8.931 28.168 -2.484
C 9.470 30.645 -2.650
H 8.239 28.517 -1.837
H 9.103 27.212 -2.762
H 10.170 31.048 -1.918
H 8.556 30.647 -2.056
H 9.417 31.413 -3.422
O 12.893 29.150 -2.359
C 13.335 29.792 -1.466
N 13.376 31.097 -1.517
C 13.652 29.180 -0.038
H 13.075 31.616 -2.329
H 13.284 31.632 -0.665
H 14.475 28.476 -0.159
H 12.775 28.816 0.497
H 14.134 29.878 0.646

Mulliken population analysis, charges in e, atoms 1 to 2:
1. Hg 1.116
2. C -0.201

---

| no. | energy (eV) |
| --- | --- |
| 1 | -104360.449 |
| 2 | -103523.147 |